{"formula": "C53H43BrF6O2S", "method": "the ωB97M-V functional and the def2-TZVPD basis", "species": ["C", "C", "S", "C", "C", "C", "C", "C", "Br", "C", "C", "C", "O", "C", "C", "C", "C", "C", "C", "C", "O", "H", "H", "H", "H", "H", "H", "H", "H", "H", "H", "H", "H", "H", "F", "C", "C", "C", "C", "C", "C", "H", "H", "H", "H", "H", "F", "C", "C", "C", "C", "C", "C", "H", "H", "H", "H", "H", "F", "C", "C", "C", "C", "C", "C", "H", "H", "H", "H", "H", "F", "C", "C", "C", "C", "C", "C", "H", "H", "H", "H", "H", "F", "C", "C", "C", "C", "C", "C", "H", "H", "H", "H", "H", "F", "C", "C", "C", "C", "C", "C", "H", "H", "H", "H", "H"], "positions_angstrom": [[2.0323, -2.0548, 1.1660], [2.9915, -2.5793, -0.0589], [3.1305, -1.3794, -1.5073], [1.3557, -0.9425, -2.0651], [0.6910, 0.1660, -1.0427], [1.7352, 1.3155, -0.4452], [1.1552, 2.4220, 0.6164], [-0.4387, 2.3875, 1.0749], [-0.9600, 3.7997, 2.4474], [-1.5471, 1.2952, 0.4767], [-0.9219, 0.1806, -0.6019], [-2.0032, -0.9143, -1.2124], [-1.7865, -1.6378, -2.3455], [-3.4954, -1.1887, -0.5085], [-4.4459, -2.4859, -0.8562], [-5.9485, -2.7190, -0.1834], [-6.4880, -1.5997, 0.9024], [-5.5528, -0.2665, 1.2821], [-4.0577, -0.0777, 0.5581], [-3.1340, 1.2749, 0.8954], [-3.8095, 2.2897, 1.4706], [0.9085, -2.1468, 0.7899], [2.2626, -0.9133, 1.3714], [2.1641, -2.6804, 2.1618], [2.5789, -3.6400, -0.4120], [4.0774, -2.7377, 0.3534], [1.4830, -0.4223, -3.1213], [0.7910, -1.9688, -2.1057], [2.8732, 1.3929, -0.7334], [1.9091, 3.2225, 1.0540], [-4.0459, -3.2560, -1.6478], [-6.5366, -3.6670, -0.5421], [-7.5496, -1.6953, 1.3951], [-6.0136, 0.5071, 2.0371], [6.2424, -2.6963, 0.8809], [6.8913, -1.6972, 0.2682], [8.1927, -1.8988, -0.1782], [8.8669, -0.8605, -0.8207], [8.2353, 0.3727, -1.0000], [6.9306, 0.5668, -0.5439], [6.2528, -0.4752, 0.0885], [8.6702, -2.8608, -0.0226], [9.8819, -1.0104, -1.1803], [8.7631, 1.1837, -1.4972], [6.4425, 1.5287, -0.6809], [5.2352, -0.3444, 0.4413], [0.4013, -3.3069, -8.8389], [0.0784, -2.9821, -7.5799], [-0.5581, -3.9190, -6.7733], [-0.8898, -3.5829, -5.4608], [-0.5907, -2.3086, -4.9727], [0.0438, -1.3734, -5.7917], [0.3854, -1.7136, -7.1004], [-0.7900, -4.9010, -7.1724], [-1.3806, -4.3109, -4.8197], [-0.8536, -2.0454, -3.9503], [0.2719, -0.3808, -5.4108], [0.8869, -1.0020, -7.7478], [-8.4035, 0.4090, 0.1132], [-8.8232, 1.5078, 0.7543], [-9.8239, 1.3999, 1.7139], [-10.2576, 2.5430, 2.3853], [-9.6927, 3.7842, 2.0816], [-8.6924, 3.8829, 1.1133], [-8.2512, 2.7381, 0.4501], [-10.2567, 0.4288, 1.9305], [-11.0339, 2.4681, 3.1427], [-10.0344, 4.6761, 2.6024], [-8.2572, 4.8506, 0.8757], [-7.4684, 2.7954, -0.2989], [7.7595, -5.5961, -3.4107], [6.5224, -5.1986, -3.7367], [5.9354, -4.1483, -3.0397], [4.6493, -3.7306, -3.3821], [3.9598, -4.3759, -4.4117], [4.5557, -5.4325, -5.1020], [5.8459, -5.8424, -4.7667], [6.4829, -3.6645, -2.2374], [4.1845, -2.9053, -2.8485], [2.9551, -4.0528, -4.6755], [4.0155, -5.9359, -5.9002], [6.3275, -6.6561, -5.2989], [8.6025, 2.6329, 0.7505], [9.6264, 2.9483, 1.5547], [10.4604, 1.9411, 2.0277], [11.5297, 2.2697, 2.8609], [11.7467, 3.6020, 3.2210], [10.9011, 4.6051, 2.7451], [9.8387, 4.2776, 1.9030], [10.2713, 0.9109, 1.7441], [12.1921, 1.4905, 3.2298], [12.5782, 3.8572, 3.8745], [11.0696, 5.6409, 3.0300], [9.1770, 5.0458, 1.5168], [-10.0878, 1.7496, 5.5985], [-10.5075, 2.8484, 6.2396], [-11.5081, 2.7405, 7.1992], [-11.9418, 3.8836, 7.8707], [-11.3770, 5.1247, 7.5669], [-10.3767, 5.2235, 6.5986], [-9.9355, 4.0787, 5.9354], [-11.9410, 1.7694, 7.4159], [-12.7181, 3.8087, 8.6281], [-11.7187, 6.0167, 8.0877], [-9.9415, 6.1912, 6.3610], [-9.1527, 4.1360, 5.1864]], "forces_ev_per_angstrom": [[-0.314, 0.377, -0.590], [-0.692, -1.214, 1.279], [-1.260, 0.105, 0.766], [-0.349, 0.320, 0.735], [-0.924, 2.212, 1.906], [-4.632, 0.711, 1.863], [-2.063, -3.189, -1.877], [1.026, -2.143, -2.243], [0.628, -1.938, -1.868], [3.727, 0.182, -0.719], [1.158, 1.531, 1.035], [-0.255, -3.002, -4.115], [-0.901, 4.489, 7.219], [-2.710, 0.399, 1.958], [-1.086, 2.366, 1.905], [3.160, 3.889, 0.942], [3.818, 0.508, -1.929], [1.093, -3.080, -2.885], [-1.278, -2.227, -0.559], [-3.553, 2.917, 1.835], [4.703, -5.907, -3.405], [2.337, 0.293, 1.009], [-0.532, -2.402, -0.296], [-0.175, 1.218, -2.226], [0.986, 2.322, 0.556], [-2.042, 0.440, -1.117], [-0.333, -1.363, 2.176], [0.682, 2.387, -0.103], [-2.681, -0.462, 0.528], [-2.042, -1.807, -0.893], [-0.869, 1.744, 1.790], [1.151, 2.182, 0.981], [2.438, 0.181, -1.122], [1.314, -1.594, -1.758], [-0.126, -0.308, 0.211], [0.694, 0.969, -0.602], [-0.067, -0.125, 0.067], [-0.443, 0.256, 0.088], [0.000, -0.160, -0.081], [0.226, -0.428, -0.046], [-0.015, -0.027, 0.051], [-0.085, 0.063, -0.009], [-0.187, -0.013, 0.079], [-0.119, -0.170, 0.126], [0.081, -0.194, 0.048], [0.083, -0.036, -0.006], [0.067, -0.065, -0.250], [-0.266, 0.282, 1.053], [0.015, -0.063, -0.064], [0.257, 0.418, -0.272], [0.061, -0.041, 0.100], [-0.107, -0.539, -0.135], [0.044, 0.023, -0.108], [0.054, 0.101, -0.014], [0.073, 0.118, -0.134], [0.140, -0.098, -0.529], [-0.035, -0.141, -0.102], [-0.056, -0.100, 0.005], [-0.049, -0.143, -0.166], [-0.369, 0.980, 0.535], [0.035, -0.057, -0.006], [0.292, 0.167, -0.286], [-0.013, -0.090, -0.006], [-0.208, -0.334, 0.164], [0.060, -0.051, -0.069], [0.057, 0.076, -0.034], [0.152, -0.027, -0.154], [0.047, -0.163, -0.101], [-0.042, -0.211, 0.027], [-0.072, -0.056, 0.066], [0.286, -0.099, 0.067], [-1.064, 0.361, -0.263], [0.065, -0.089, -0.046], [0.182, -0.430, -0.327], [0.086, -0.028, 0.038], [0.100, 0.250, 0.300], [0.083, -0.040, 0.021], [0.004, -0.029, -0.064], [0.238, -0.386, -0.279], [0.149, -0.042, 0.032], [0.136, 0.077, 0.125], [-0.011, 0.072, 0.085], [-0.149, 0.101, -0.048], [0.874, 0.288, 0.692], [-0.038, -0.059, -0.052], [-0.225, 0.431, -0.093], [-0.018, -0.056, -0.023], [0.019, -0.420, -0.058], [-0.061, -0.020, -0.042], [-0.033, 0.105, -0.015], [-0.155, 0.117, -0.080], [-0.166, -0.044, -0.128], [-0.054, -0.187, -0.086], [0.031, -0.104, 0.027], [0.067, -0.203, -0.091], [-0.337, 0.906, 0.537], [0.002, -0.063, -0.021], [0.332, 0.159, -0.311], [-0.022, -0.058, 0.005], [-0.238, -0.329, 0.166], [0.038, -0.047, -0.073], [0.081, 0.076, -0.040], [0.138, -0.024, -0.157], [0.071, -0.173, -0.104], [-0.047, -0.203, 0.032], [-0.073, -0.066, 0.050]], "orbital_gap_ev": 6.7226, "total_charge": 0, "e_tot_ha": -5766.55625}


{"formula": "C53H44CdF5GeN7S2", "method": "the ωB97M-V functional and the def2-TZVPD basis", "species": ["Cd", "S", "C", "N", "N", "C", "C", "C", "C", "C", "C", "N", "N", "C", "C", "C", "C", "C", "C", "H", "H", "H", "H", "H", "H", "H", "H", "H", "H", "H", "N", "C", "C", "C", "C", "C", "C", "C", "C", "C", "C", "C", "C", "H", "H", "H", "H", "H", "H", "H", "H", "H", "H", "C", "N", "C", "C", "N", "C", "S", "H", "H", "H", "H", "H", "H", "H", "H", "F", "C", "C", "C", "F", "C", "F", "C", "F", "C", "F", "C", "C", "C", "C", "C", "C", "Ge", "C", "C", "C", "C", "C", "C", "C", "C", "C", "C", "C", "C", "H", "H", "H", "H", "H", "H", "H", "H", "H", "H", "H", "H", "H", "H", "H"], "positions_angstrom": [[0.7611, 0.4146, -0.6188], [-1.5721, -0.4381, -0.0661], [-1.1912, 0.7685, 2.5918], [-2.2109, 0.3656, 3.1736], [-3.3584, 0.0453, 2.5192], [-4.2937, -0.7299, 3.1791], [-4.1462, -1.1069, 4.5141], [-5.1313, -1.8685, 5.1258], [-6.2609, -2.2722, 4.4302], [-6.3968, -1.9015, 3.0963], [-5.4299, -1.1373, 2.4722], [-0.1291, 1.3676, 2.5475], [0.9144, 1.5623, 1.7951], [1.9628, 2.2000, 2.4444], [1.9716, 2.5196, 3.8076], [3.0718, 3.1545, 4.3564], [4.1700, 3.4782, 3.5679], [4.1602, 3.1624, 2.2132], [3.0690, 2.5292, 1.6520], [-3.2535, -0.0282, 1.5054], [-3.2636, -0.7979, 5.0555], [-5.0054, -2.1552, 6.1630], [-7.0234, -2.8669, 4.9155], [-7.2712, -2.2082, 2.5356], [-5.5373, -0.8496, 1.4330], [1.1159, 2.2678, 4.4196], [3.0736, 3.3989, 5.4117], [5.0251, 3.9775, 4.0052], [5.0061, 3.4168, 1.5873], [3.0434, 2.2900, 0.5974], [0.4757, -1.7653, -2.3655], [-0.7451, -2.0393, -2.9965], [-0.9397, -1.7021, -4.3364], [-2.1476, -1.9447, -4.9672], [-3.1838, -2.5537, -4.2687], [-2.9818, -2.9052, -2.9428], [-1.7821, -2.6446, -2.2839], [-1.6399, -3.0846, -0.8687], [-1.7415, -4.4504, -0.6009], [-1.7580, -4.9422, 0.6945], [-1.6519, -4.0504, 1.7539], [-1.5189, -2.6954, 1.5018], [-1.5278, -2.1870, 0.1992], [1.2150, -1.5469, -3.0205], [0.7757, -2.5097, -1.7441], [-0.1227, -1.2435, -4.8807], [-2.2729, -1.6702, -6.0078], [-4.1336, -2.7530, -4.7478], [-3.7787, -3.3793, -2.3817], [-1.8169, -5.1326, -1.4397], [-1.8650, -6.0054, 0.8732], [-1.6895, -4.4040, 2.7785], [-1.4266, -2.0036, 2.3297], [0.9462, -6.8888, 0.8497], [1.1212, -5.6201, 1.4975], [0.7203, -5.4081, 2.8768], [1.0202, -3.9151, 3.1106], [1.4515, -3.4833, 1.7963], [1.5360, -4.4810, 0.9006], [2.0679, -4.3099, -0.6745], [1.5710, -7.6543, 1.3188], [1.2331, -6.7799, -0.1936], [-0.0998, -7.2045, 0.9054], [1.2886, -6.0583, 3.5475], [-0.3423, -5.6361, 3.0021], [1.8042, -3.7627, 3.8545], [0.1309, -3.3690, 3.4286], [1.8104, -2.5683, 1.5930], [3.2082, 0.1082, -2.6257], [3.7020, -0.2397, -1.4106], [2.8525, -0.3578, -0.3333], [3.4733, -0.7115, 0.8403], [2.7373, -0.8704, 1.9828], [4.8302, -0.9460, 0.9708], [5.3746, -1.3032, 2.1451], [5.6368, -0.8137, -0.1442], [6.9544, -1.0376, -0.0559], [5.0680, -0.4567, -1.3534], [5.8482, -0.3310, -2.4360], [3.7306, 5.8030, -0.2340], [4.0417, 4.7896, -1.1322], [3.0460, 3.9343, -1.5831], [1.7187, 4.0769, -1.1669], [1.4265, 5.1044, -0.2719], [2.4204, 5.9572, 0.1946], [0.3883, 2.7179, -1.7115], [-1.3747, 3.4907, -1.2448], [-2.2418, 4.0384, -2.1886], [-3.5024, 4.4978, -1.8250], [-3.9219, 4.4174, -0.5047], [-3.0723, 3.8772, 0.4517], [-1.8165, 3.4186, 0.0784], [0.3954, 2.7712, -3.6905], [-0.3657, 1.8201, -4.3725], [-0.4235, 1.7996, -5.7592], [0.2988, 2.7282, -6.4977], [1.0646, 3.6783, -5.8381], [1.1060, 3.7002, -4.4485], [4.5060, 6.4650, 0.1325], [5.0631, 4.6575, -1.4706], [3.3069, 3.1353, -2.2724], [0.4060, 5.2412, 0.0699], [2.1709, 6.7419, 0.8993], [-1.9321, 4.1029, -3.2260], [-4.1626, 4.9135, -2.5775], [-4.9073, 4.7684, -0.2228], [-3.3926, 3.7997, 1.4843], [-1.1650, 2.9902, 0.8332], [-0.9311, 1.0841, -3.8080], [-1.0303, 1.0559, -6.2630], [0.2633, 2.7114, -7.5805], [1.6299, 4.4076, -6.4070], [1.6994, 4.4579, -3.9486]], "forces_ev_per_angstrom": [[0.100, -0.081, -0.065], [0.017, 0.136, 0.116], [0.086, -0.120, 0.132], [0.194, -0.155, -0.047], [-0.124, 0.279, -0.105], [0.002, -0.157, -0.027], [-0.014, 0.054, -0.007], [-0.005, -0.009, -0.004], [0.001, 0.003, 0.003], [-0.015, 0.008, 0.003], [0.026, -0.016, -0.001], [-0.098, 0.345, 0.086], [-0.228, -0.246, 0.031], [0.108, 0.012, -0.090], [-0.005, -0.014, 0.007], [0.001, 0.003, 0.005], [-0.015, -0.004, -0.010], [0.033, -0.016, 0.005], [-0.005, -0.017, 0.011], [0.017, -0.125, 0.023], [-0.002, -0.006, 0.008], [-0.002, 0.007, 0.003], [0.003, -0.004, -0.001], [0.007, -0.010, -0.005], [-0.005, -0.002, 0.001], [0.002, 0.008, 0.001], [-0.001, 0.004, 0.000], [0.003, -0.006, 0.002], [-0.014, 0.007, -0.003], [0.008, 0.006, 0.017], [-0.030, 0.114, -0.213], [0.173, 0.055, -0.016], [-0.021, 0.062, 0.011], [-0.038, -0.054, 0.084], [0.086, 0.036, -0.027], [-0.009, 0.037, 0.014], [-0.146, -0.091, -0.034], [-0.129, -0.157, -0.060], [0.023, -0.078, 0.049], [-0.141, 0.162, -0.009], [-0.452, 0.201, -0.215], [-0.137, -0.089, -0.037], [-0.029, 0.132, 0.171], [0.039, 0.006, 0.023], [0.116, 0.006, 0.214], [0.013, 0.028, -0.021], [-0.007, 0.005, 0.010], [0.006, 0.004, -0.004], [-0.005, 0.000, 0.001], [-0.003, -0.007, 0.001], [-0.041, 0.040, -0.009], [-0.204, 0.157, -0.139], [-0.048, 0.050, 0.008], [0.050, 0.001, 0.028], [0.133, -0.069, 0.059], [0.160, -0.121, 0.098], [0.091, -0.036, 0.010], [0.154, -0.232, -0.004], [-0.125, 0.151, 0.083], [0.115, -0.143, -0.089], [0.001, 0.001, 0.001], [-0.001, 0.001, -0.006], [0.064, -0.029, 0.002], [0.044, 0.009, -0.003], [0.258, -0.131, 0.041], [0.026, -0.027, -0.011], [0.087, -0.008, 0.044], [-0.015, 0.120, 0.007], [-0.056, 0.023, -0.095], [0.050, -0.069, 0.042], [-0.036, 0.020, 0.039], [-0.022, -0.028, -0.020], [-0.008, 0.040, 0.002], [-0.011, -0.010, 0.022], [-0.006, 0.012, -0.024], [-0.027, -0.009, 0.012], [0.017, 0.002, -0.001], [-0.024, -0.012, 0.067], [0.034, 0.011, -0.052], [-0.008, 0.012, -0.009], [-0.001, -0.005, 0.015], [-0.018, 0.001, -0.026], [0.050, -0.042, 0.021], [-0.002, -0.004, -0.028], [0.006, 0.014, -0.003], [-0.064, 0.111, -0.197], [0.006, -0.041, 0.053], [0.018, 0.026, 0.002], [-0.005, 0.002, 0.001], [0.001, 0.001, 0.003], [-0.004, 0.003, -0.005], [0.012, -0.001, 0.005], [0.007, -0.010, 0.017], [-0.014, -0.003, -0.015], [-0.004, -0.007, 0.004], [-0.008, -0.002, -0.004], [-0.002, 0.002, -0.001], [-0.014, 0.021, 0.014], [0.002, -0.001, 0.002], [-0.002, 0.004, -0.009], [0.009, -0.009, 0.017], [0.002, -0.004, 0.012], [-0.002, 0.000, 0.000], [-0.009, -0.008, -0.004], [0.005, 0.005, -0.002], [-0.002, -0.003, -0.001], [0.004, 0.005, 0.003], [-0.015, -0.002, -0.009], [-0.003, -0.025, 0.000], [-0.002, -0.009, 0.000], [0.001, -0.001, 0.000], [0.000, 0.002, 0.004], [0.009, -0.003, -0.006]], "de_lowest_ev": 1.490, "orbital_gap_ev": [7.1320, 5.9398], "total_charge": -1, "e_tot_ha": -5969.72956, "s_squared": 0.78, "spin_multiplicity": 2}